1.
The following is a quantum chemistry calculation of an isolated molecule of C2H2N4OS at a distorted geometry, from the Open Molecules 2025 dataset.

The geometry in XYZ format:
```
10
C2H2N4OS (ωB97M-V/def2-TZVPD)
S -2.949 -0.344 -0.181
O 1.953 -1.044 -0.050
N -0.368 -0.734 0.206
N 0.036 1.898 -0.078
N -1.180 1.508 0.214
N 1.104 1.003 -0.211
C -1.429 0.137 0.106
C 0.925 -0.265 -0.080
H 2.676 -0.411 -0.360
H -0.767 -1.749 0.434
```

## Properties
* max |F|: 0.0792 hartree/bohr
* structure (SMILES): Oc1nnnc(=S)[nH]1
* Kohn-Sham gap: 8.251 eV
* calculated total energy: -20946.850 eV
* energy above the lowest of the compared OMol25 structures with the same formula, charge and spin: 25.41 kcal per mole
* highest occupied orbital energy: -9.23 eV
* charge: 0


2.
The following is a quantum chemistry calculation of an isolated molecule of C3HBr2N at a distorted geometry, from the Open Molecules 2025 dataset.

The geometry in XYZ format:
```
7
C3HBr2N (ωB97M-V/def2-TZVPD)
Br 0.652 2.641 1.333
Br 0.008 -1.732 -2.186
N 0.262 0.417 -0.168
C -0.241 -0.754 -0.678
C -0.678 -0.787 0.546
C 0.802 1.553 -0.240
H -0.805 -1.338 1.392
```

## Properties
* max |F|: 0.0686 hartree/bohr
* Kohn-Sham gap: 8.325 eV
* calculated total energy: -144696.026 eV
* energy above the lowest of the compared OMol25 structures with the same formula, charge and spin: 59.53 kcal per mole
* highest occupied orbital energy: -8.44 eV
* charge: 0


3.
The following is a quantum chemistry calculation of a structure of composition C18H34AsN2PReS4Se3Te, from the Open Molecules 2025 dataset.

The geometry in XYZ format:
```
65
C18H34AsN2PReS4Se3Te (ωB97M-V/def2-TZVPD)
Re -1.650 -0.786 1.555
Te -1.300 -4.204 3.422
Se -0.172 -4.674 1.404
Se -3.395 -2.363 1.084
Se -3.726 -3.929 2.799
As -2.212 0.072 5.039
S -0.649 0.836 6.063
S -0.967 -1.788 3.552
S -2.319 0.911 2.924
S -3.962 -0.753 5.606
P 1.318 -0.193 0.045
N -2.769 0.276 -0.047
N -0.115 -0.664 0.725
C -4.027 1.481 -2.253
C 2.322 2.245 -0.991
C 1.016 1.532 -0.607
C 0.288 2.398 0.435
C -3.408 0.239 -2.358
C 2.183 -2.739 -0.720
C 3.979 0.017 0.978
C -3.972 2.100 -1.012
C 2.479 -1.604 2.163
C -3.344 1.485 0.051
C -2.805 -0.322 -1.258
C 2.730 -0.894 -2.306
C 2.134 0.829 2.469
C 0.382 -1.770 -2.055
C 2.538 -0.242 1.442
C 1.679 -1.413 -1.312
C 0.092 1.467 -1.836
C -4.728 2.105 -3.423
H -0.047 3.298 -0.082
H -0.138 2.497 -2.116
H 2.994 -1.475 3.117
H -3.309 1.971 1.015
H 2.235 -3.449 -1.547
H 2.941 -1.707 -3.004
H -0.064 -0.943 -2.596
H -5.026 3.130 -3.216
H 4.602 0.052 1.874
H -0.354 -2.201 -1.375
H 3.671 -0.633 -1.827
H 2.333 1.839 2.119
H -0.857 0.968 -1.622
H 0.925 2.712 1.255
H 2.745 0.667 3.358
H 3.180 -2.664 -0.298
H 0.637 -2.540 -2.785
H 1.464 -1.931 2.384
H 2.045 3.198 -1.448
H 0.551 0.994 -2.699
H -5.624 1.533 -3.667
H 2.933 2.476 -0.122
H 2.927 1.703 -1.713
H -2.322 -1.285 -1.328
H 4.112 0.962 0.457
H 2.392 -0.045 -2.894
H 1.090 0.756 2.782
H 2.985 -2.395 1.625
H 4.366 -0.783 0.352
H 1.503 -3.145 0.028
H -4.423 3.071 -0.860
H -0.592 1.916 0.857
H -3.400 -0.303 -3.294
H -4.090 2.101 -4.307
```

## Properties
* max |F|: 0.0136 hartree/bohr
* Kohn-Sham gap: 6.464 eV
* calculated total energy: -341126.805 eV
* energy above the lowest of the compared OMol25 structures with the same formula, charge and spin: 28.78 kcal per mole
* highest occupied orbital energy: -10.74 eV
* charge: +1


4.
The following is a quantum chemistry calculation of a structure of composition C32H30CaCl4N10O2S4 at a distorted geometry, from the Open Molecules 2025 dataset.

The geometry in XYZ format:
```
83
C32H30CaCl4N10O2S4 (ωB97M-V/def2-TZVPD)
Ca 0.084 -0.836 -0.048
Cl -2.955 -5.887 -0.250
Cl 3.880 4.465 -0.419
Cl 1.383 2.960 -0.021
Cl 1.522 -2.917 -1.412
S 1.246 -3.138 2.213
S -3.474 0.953 1.848
S -0.321 1.098 2.777
S -1.470 -3.088 0.044
O -1.251 0.609 3.766
O 1.066 0.678 2.896
N -2.316 0.328 -0.377
N 0.709 0.338 -2.164
N 2.478 -0.256 -0.110
N 1.558 -1.760 4.481
N -3.255 -1.631 -3.853
N -0.083 0.750 -3.251
N 1.763 -4.034 4.650
N -1.219 -1.236 -2.765
N -0.026 6.989 3.436
N -0.752 0.742 1.297
C -0.804 -6.762 -1.557
C -1.357 -5.668 -0.916
C 2.221 4.474 0.230
C 4.702 -0.101 0.752
C -2.847 1.706 -6.295
C -2.077 0.656 0.868
C 2.931 0.235 -1.277
C -0.271 2.850 2.914
C -4.453 0.656 0.461
C -3.969 0.883 -6.433
C -3.682 0.325 -0.594
C 0.740 4.762 3.971
C 0.549 -4.394 -1.411
C -0.995 5.064 2.336
C 1.536 -2.944 3.862
C -0.713 -4.419 -0.788
C 0.647 3.392 3.807
C -0.085 5.618 3.239
C 1.748 -1.579 5.902
C 3.357 -0.424 0.876
C -1.087 3.693 2.175
C 1.951 0.458 -2.371
C -2.281 -1.938 -2.972
C 1.133 -5.468 -2.059
C -4.127 -0.227 -5.632
C -3.150 -0.516 -4.678
C 5.159 0.401 -0.449
C -1.060 -0.058 -3.471
C -1.893 1.413 -5.344
C -2.037 0.297 -4.518
C 4.255 0.563 -1.490
C 0.454 -6.671 -2.131
H 0.816 7.359 3.842
H -1.019 2.036 -5.209
H 2.113 -5.351 -2.500
H -1.369 -7.683 -1.598
H 5.367 -0.253 1.590
H 1.192 -0.978 3.945
H 2.347 0.733 -3.348
H 1.928 -0.524 6.093
H 0.896 -7.524 -2.626
H 6.200 0.665 -0.580
H -2.443 -2.836 -2.386
H -4.052 0.080 -1.579
H 2.280 4.654 1.298
H -5.527 0.715 0.504
H 2.961 -0.849 1.789
H -1.781 3.293 1.449
H 1.672 5.261 -0.273
H 0.869 -1.879 6.482
H -0.434 7.574 2.727
H 1.597 -4.913 4.188
H -1.637 5.716 1.754
H -2.728 2.570 -6.934
H 4.565 0.950 -2.451
H -4.050 -2.244 -3.928
H 1.456 5.174 4.673
H 1.301 2.737 4.365
H 1.519 -3.994 5.626
H -4.723 1.115 -7.173
H 2.616 -2.139 6.252
H -4.993 -0.869 -5.736
```

## Properties
* max |F|: 0.0278 hartree/bohr
* Kohn-Sham gap: 6.340 eV
* calculated total energy: -164541.498 eV
* energy above the lowest of the compared OMol25 structures with the same formula, charge and spin: 31.95 kcal per mole
* highest occupied orbital energy: -6.57 eV
* charge: 0